ORCA calculation (ωB97M-V/def2-TZVPD) on a molecular structure, C6H8LiO6Sc in a non-equilibrium geometry.

```
22
Properties=species:S:1:pos:R:3
O -1.455 -2.632 0.218
C 1.891 0.070 -0.168
C -0.293 -2.031 0.467
O 2.665 0.368 0.752
O 1.787 -1.200 -0.459
C 0.550 -1.862 -0.801
H 0.249 -2.423 1.352
H 0.437 0.712 -1.594
H -0.059 -1.202 -1.430
H 0.833 -2.829 -1.235
Li -2.835 -1.430 -0.058
Sc 3.960 2.009 0.527
O -1.161 1.368 1.148
C -2.180 0.668 0.575
C -0.216 2.040 0.337
O -2.865 0.001 1.383
O -2.233 0.523 -0.666
C 0.622 1.201 -0.633
H 0.383 2.633 1.037
H -0.782 2.772 -0.257
H 0.876 2.025 -1.328
H -0.176 -0.781 0.834
```

Its HOMO energy (spin up / spin down) is -10.278 / -10.428 eV. The HOMO-LUMO gap (spin up / spin down) comes out at 2.6 / 2.7 eV. The energy above the lowest of the compared OMol25 structures with the same formula, charge and spin is 5.688 eV. As for the calculated total energy: -39529.734 eV. Its charge is +1. As for the spin multiplicity: 2.

Table of Mulliken atomic charges, one value per atom, all in e:
1. O -0.918
2. C 0.627
3. C 0.273
4. O -0.663
5. O -0.308
6. C -0.323
7. H 0.311
8. H 0.281
9. H 0.167
10. H 0.334
11. Li 0.884
12. Sc 1.435
13. O -0.375
14. C 0.768
15. C -0.453
16. O -0.781
17. O -0.747
18. C -0.453
19. H 0.221
20. H 0.436
21. H 0.476
22. H -0.192